1.
Molecular formula: C8H9N2O2
Method: DFT, ωB97M-V/def2-TZVPD

XYZ file:
```
21
Properties=species:S:1:pos:R:3
O 1.31872 2.62542 0.73644
C 0.98628 1.64423 1.27676
C 0.38229 0.13758 0.38136
C -1.01776 -0.14261 0.17495
C -1.94241 -0.12897 1.18760
C -3.14309 -0.15099 0.46194
C -2.86653 -0.16518 -0.84468
O -1.55525 -0.25129 -1.07803
N 0.98713 -0.96674 0.89948
C 1.95943 -1.41934 0.22020
C 2.31670 -0.55730 -0.96819
N 1.19937 0.43339 -1.06758
H 1.06773 1.33968 2.37074
H -1.93298 -0.14472 2.34019
H -4.25071 -0.17236 0.79946
H -3.53985 -0.06401 -1.67554
H 2.37514 -2.38878 0.50377
H 3.31499 -0.02543 -0.73428
H 2.29425 -1.12439 -1.91558
H 1.45686 1.38334 -1.29414
H 0.58967 0.13846 -1.77485
```

Computed properties:
ΔE to the lowest compared entry with this formula, charge and spin ... 3.726 eV
Charge ... +1
HOMO level ... -0.455 Ha

Now the natural (NBO) charges, all in e:
1 O -0.454
2 C 0.480
3 C 0.193
4 C 0.152
5 C -0.240
6 C -0.303
7 C 0.110
8 O -0.406
9 N -0.377
10 C 0.125
11 C -0.314
12 N -0.556
13 H 0.171
14 H 0.276
15 H 0.262
16 H 0.226
17 H 0.248
18 H 0.267
19 H 0.256
20 H 0.454
21 H 0.431

---

2.
Molecular formula: C8H9N2S2
Method: DFT, ωB97M-V/def2-TZVPD

XYZ file:
```
21
Properties=species:S:1:pos:R:3
C -1.20785 -2.00544 -0.27969
C 0.26431 -0.85264 1.33119
C -1.00316 -3.25279 0.27207
C 0.33298 -2.14464 1.92533
C -0.58905 -0.79558 0.21253
C 0.31783 0.30332 -2.33477
C -1.10000 0.39486 -0.62217
C -0.06476 2.62012 -1.15500
N -0.22025 -3.21834 1.37607
N -0.38789 1.59003 -0.08829
S 1.16330 1.67897 -2.26146
S 0.80819 3.95152 -0.37205
H -1.83546 -1.91903 -1.20523
H 0.93288 -0.11636 1.88015
H -1.43121 -4.19436 -0.03699
H 0.94152 -2.27410 2.75764
H 0.37605 -0.39322 -3.06972
H -1.00491 2.89769 -1.77498
H -0.83961 2.01090 0.71736
H 0.42197 1.26131 0.37727
H 0.07291 5.03799 -0.55639
```

Computed properties:
ΔE to the lowest compared entry with this formula, charge and spin ... 3.612 eV
Charge ... +1
HOMO level ... -0.454 Ha

Now the natural (NBO) charges, all in e:
1 C -0.190
2 C -0.303
3 C 0.043
4 C 0.066
5 C -0.199
6 C -0.248
7 C 0.083
8 C -0.342
9 N -0.382
10 N -0.647
11 S 0.581
12 S 0.051
13 H 0.234
14 H 0.234
15 H 0.231
16 H 0.203
17 H 0.211
18 H 0.310
19 H 0.468
20 H 0.416
21 H 0.180

---

3.
Molecular formula: C8H9N3O2
Method: DFT, ωB97M-V/def2-TZVPD

XYZ file:
```
22
Properties=species:S:1:pos:R:3
O -3.29653 1.81721 -0.87872
N -3.10664 1.10414 0.06207
O -4.17513 0.39070 0.49821
N -2.06362 0.74200 0.64963
C -0.79604 1.28165 0.33505
C 0.30647 0.54024 0.92858
C 1.59662 1.00811 0.66555
C 1.81358 2.10489 -0.10009
C 0.74542 2.84824 -0.61810
C -0.57557 2.37631 -0.44583
H -3.68112 -0.43377 0.90235
H -0.04550 -0.34402 1.44588
H 2.43077 0.65162 1.14166
H 2.88343 2.40284 -0.10438
H 0.93709 3.66412 -1.30361
H -1.42429 2.88663 -0.86949
C -0.40830 -2.99412 0.18900
C -1.51043 -2.13854 0.14675
N -2.54010 -1.60341 0.17432
H -0.44016 -3.41000 -0.88058
H -0.57688 -3.69640 0.97924
H 0.39971 -2.40514 0.48274
```

Computed properties:
ΔE to the lowest compared entry with this formula, charge and spin ... 4.893 eV
HOMO level ... -0.317 Ha

Now the natural (NBO) charges, all in e:
1 O -0.417
2 N 0.586
3 O -0.525
4 N -0.324
5 C 0.105
6 C -0.214
7 C -0.221
8 C -0.220
9 C -0.185
10 C -0.245
11 H 0.523
12 H 0.214
13 H 0.207
14 H 0.215
15 H 0.217
16 H 0.251
17 C -0.729
18 C 0.361
19 N -0.395
20 H 0.274
21 H 0.263
22 H 0.258

---

4.
Molecular formula: C8H9N3OS
Method: DFT, ωB97M-V/def2-TZVPD

XYZ file:
```
22
Properties=species:S:1:pos:R:3
C 3.74768 -0.11008 -0.09015
C 2.99008 0.98401 -0.48077
C 3.12308 -1.25419 0.37798
C 1.61255 0.93779 -0.39109
C 1.74146 -1.32161 0.47172
C 1.00991 -0.21781 0.08109
C -2.49823 0.54665 0.08415
C -3.62814 1.49678 -0.08428
N -1.26897 0.87126 -0.00832
N -2.72881 -0.78274 0.38956
N -0.49862 -0.21215 0.23865
O -1.18492 -2.50137 -0.82703
S -1.29550 -1.73068 0.39221
H 4.82532 -0.06566 -0.15387
H 3.47424 1.87600 -0.84935
H 3.71475 -2.10335 0.69174
H 0.99663 1.77764 -0.67149
H 1.24958 -2.21008 0.83638
H -4.27234 1.46550 0.79395
H -4.22640 1.23422 -0.95744
H -3.23174 2.49845 -0.21041
H -3.65162 -1.17859 0.36679
```

Computed properties:
ΔE to the lowest compared entry with this formula, charge and spin ... 1.422 eV
HOMO level ... -0.295 Ha

Now the natural (NBO) charges, all in e:
1 C -0.233
2 C -0.187
3 C -0.187
4 C -0.277
5 C -0.285
6 C 0.262
7 C 0.368
8 C -0.651
9 N -0.284
10 N -0.844
11 N -0.521
12 O -0.933
13 S 1.541
14 H 0.214
15 H 0.215
16 H 0.216
17 H 0.240
18 H 0.223
19 H 0.223
20 H 0.227
21 H 0.248
22 H 0.422

---

5.
Molecular formula: C8H9N4PdSSe3Te
Method: DFT, ωB97M-V/def2-TZVPD

XYZ file:
```
27
Properties=species:S:1:pos:R:3
Pd 0.05340 0.20233 -0.02875
C -1.86410 -3.67213 1.16273
C -1.60281 -2.26079 0.72009
N -0.49639 -1.90287 0.13562
N 0.45556 -2.79932 -0.14471
C 1.68310 -2.36448 -0.09421
N 2.68767 -3.18097 -0.53421
S 2.16710 -0.91034 0.71012
C -2.55161 -1.20701 0.97782
C -3.88966 -1.47431 1.29634
C -4.74868 -0.42686 1.53798
C -4.26463 0.87747 1.47615
C -2.93279 1.06556 1.16121
N -2.09610 0.06721 0.91587
H -0.92847 -4.22528 1.10206
H -2.59575 -4.15850 0.51640
H -2.23438 -3.69580 2.18767
H 2.42353 -3.86061 -1.23191
H 3.56530 -2.70524 -0.67788
H -4.22902 -2.49920 1.33585
H -5.78927 -0.61789 1.76218
H -4.89915 1.72975 1.66775
H -2.52573 2.07198 1.11039
Se -0.61775 2.23254 -1.20051
Se -0.64506 3.97094 0.20152
Te 3.26256 3.13915 -1.69524
Se 1.60131 1.35558 -1.38580
```

Computed properties:
Charge ... -1
HOMO level (spin up / spin down) ... -0.139 / -0.139 Ha

Now the natural (NBO) charges, all in e:
1 Pd 0.395
2 C -0.677
3 C 0.160
4 N -0.273
5 N -0.449
6 C 0.275
7 N -0.811
8 S -0.298
9 C 0.165
10 C -0.251
11 C -0.170
12 C -0.273
13 C 0.056
14 N -0.450
15 H 0.253
16 H 0.213
17 H 0.213
18 H 0.381
19 H 0.397
20 H 0.214
21 H 0.207
22 H 0.217
23 H 0.233
24 Se 0.131
25 Se -0.537
26 Te -0.343
27 Se 0.019

---

6.
Molecular formula: C8H9NO
Method: DFT, ωB97M-V/def2-TZVPD

XYZ file:
```
19
Properties=species:S:1:pos:R:3
C -0.99021 0.88721 -2.36405
C 0.15788 1.55868 -1.90927
C -1.34286 -0.03196 -1.30378
C 0.50342 1.05415 -0.61194
C -0.31448 0.56194 2.20553
C 1.47753 1.57819 0.21971
C -0.90254 -0.24069 1.05640
C -0.42983 -1.62789 1.46704
N -0.47810 0.07877 -0.29533
O -0.83631 0.70806 3.26226
H -1.48048 0.99928 -3.37408
H 0.68513 2.38613 -2.44276
H -1.95819 -0.88936 -1.22256
H 1.65372 1.18722 1.25253
H 2.03861 2.44260 -0.10562
H -1.97642 -0.21660 1.19934
H 0.68242 -1.70281 1.21240
H -0.85470 -2.31211 0.73148
H -0.54613 -1.79644 2.58180
```

Computed properties:
ΔE to the lowest compared entry with this formula, charge and spin ... 4.428 eV
HOMO level (spin up / spin down) ... -0.296 / -0.248 Ha

Now the natural (NBO) charges, all in e:
1 C -0.287
2 C -0.238
3 C -0.027
4 C 0.073
5 C 0.532
6 C -0.418
7 C -0.175
8 C -0.617
9 N -0.363
10 O -0.486
11 H 0.236
12 H 0.227
13 H 0.205
14 H 0.216
15 H 0.207
16 H 0.227
17 H 0.223
18 H 0.227
19 H 0.239

---

7.
Molecular formula: C8H9NO
Method: DFT, ωB97M-V/def2-TZVPD

XYZ file:
```
19
Properties=species:S:1:pos:R:3
C -1.98034 1.00515 1.08444
C -2.23778 -0.06126 -0.02048
C 0.24315 -0.26058 -0.38785
C 1.12030 -1.32769 0.13527
C 2.41535 -1.02499 0.42583
C 2.92458 0.24631 0.19178
C 2.07705 1.26315 -0.32750
C 0.70572 0.98797 -0.59043
H -0.88676 0.65424 1.81319
H -1.75662 1.91745 0.50801
H -2.84639 1.08209 1.57476
H -1.32916 -1.39970 -0.70829
H 0.59462 -2.32786 0.30534
H 2.93543 -1.95315 1.06494
H 4.05922 0.50356 0.42361
H 2.39810 2.07856 -0.65152
H 0.07356 1.88997 -1.04703
N -1.12026 -0.56227 -0.59976
O -3.37604 -0.43472 -0.26889
```

Computed properties:
ΔE to the lowest compared entry with this formula, charge and spin ... 3.353 eV
HOMO level ... -0.328 Ha

Now the natural (NBO) charges, all in e:
1 C -0.675
2 C 0.688
3 C 0.144
4 C -0.233
5 C -0.214
6 C -0.231
7 C -0.165
8 C -0.239
9 H 0.211
10 H 0.226
11 H 0.220
12 H 0.378
13 H 0.223
14 H 0.230
15 H 0.229
16 H 0.188
17 H 0.230
18 N -0.610
19 O -0.597

---

8.
Molecular formula: C8H9NO
Method: DFT, ωB97M-V/def2-TZVPD

XYZ file:
```
19
Properties=species:S:1:pos:R:3
H -2.14177 0.85376 3.15571
N -1.74078 -0.02733 2.60603
C -0.81900 0.32846 1.71997
C -0.67876 1.76421 1.53195
C -0.92718 2.36166 0.37737
C -1.25799 1.49238 -0.72581
C -0.92310 0.19241 -0.73168
C -0.13925 -0.35512 0.43448
C 1.04518 -0.99065 -0.07813
O 1.13270 -1.31264 -1.37306
C 2.04842 -2.33927 -1.70548
H -0.40765 2.35703 2.31421
H -0.95197 3.38203 0.47788
H -1.80340 1.88272 -1.58484
H -1.10074 -0.49141 -1.59077
H 1.77607 -1.34377 0.50590
H 2.01924 -3.11231 -0.95479
H 3.08817 -1.92454 -1.73637
H 1.78181 -2.71761 -2.64257
```

Computed properties:
ΔE to the lowest compared entry with this formula, charge and spin ... 5.123 eV
HOMO level ... -0.298 Ha

Now the natural (NBO) charges, all in e:
1 H 0.347
2 N -0.585
3 C 0.274
4 C -0.258
5 C -0.217
6 C -0.252
7 C -0.190
8 C -0.170
9 C 0.203
10 O -0.500
11 C -0.240
12 H 0.207
13 H 0.216
14 H 0.212
15 H 0.233
16 H 0.165
17 H 0.179
18 H 0.177
19 H 0.201

---

9.
Molecular formula: C8H9NO2S
Method: DFT, ωB97M-V/def2-TZVPD

XYZ file:
```
21
Properties=species:S:1:pos:R:3
N 1.85950 -0.80965 -0.14421
C 0.85090 -0.03056 0.47557
C 1.18053 0.97277 1.42036
C 0.26331 1.81146 1.91866
C -1.06386 1.55520 1.44750
C -1.35648 0.71840 0.39774
C -0.38877 -0.16936 -0.08705
C -0.77730 -1.14815 -1.16469
C 0.00072 -0.90799 -2.38509
S 0.32223 0.59151 -3.17103
O 1.14550 0.41151 -4.34115
O 0.68263 1.72189 -2.29477
H 2.72834 -0.54254 0.29630
H 1.79514 -0.90695 -1.13164
H 2.23728 1.02239 1.61032
H 0.54719 2.54394 2.74843
H -1.95634 2.02342 1.86116
H -2.36909 0.75546 0.07020
H -0.61736 -2.16401 -0.86746
H -1.87707 -1.06508 -1.27705
H -0.27284 -1.46743 -3.18812
```

Computed properties:
ΔE to the lowest compared entry with this formula, charge and spin ... 3.476 eV
HOMO level ... -0.297 Ha

Now the natural (NBO) charges, all in e:
1 N -0.827
2 C 0.188
3 C -0.253
4 C -0.189
5 C -0.239
6 C -0.178
7 C -0.085
8 C -0.495
9 C -0.456
10 S 1.926
11 O -0.865
12 O -0.848
13 H 0.376
14 H 0.386
15 H 0.202
16 H 0.228
17 H 0.209
18 H 0.204
19 H 0.262
20 H 0.244
21 H 0.210

---

10.
Molecular formula: C8H9NO3
Method: DFT, ωB97M-V/def2-TZVPD

XYZ file:
```
21
Properties=species:S:1:pos:R:3
C 1.61641 1.10689 -1.25193
C 1.46543 1.66192 -0.19032
N 1.46780 2.63032 0.77547
O 0.71122 3.53540 0.70001
O 2.24946 2.52952 1.64139
H 1.81812 0.52131 -2.13514
C -0.63228 -1.00804 -2.10795
C -0.10377 -0.65808 -0.75390
C 0.79707 -1.35440 0.01880
C 0.76481 -0.71127 1.28144
C -0.15968 0.32184 1.15204
C -0.72395 1.23373 2.19577
O -0.78467 0.31114 -0.00747
H -1.61256 -1.60698 -1.95702
H 0.07429 -1.36351 -2.84104
H -1.01656 0.05721 -2.56480
H 1.43764 -2.25631 -0.04479
H 1.25942 -1.05897 2.08397
H 0.01323 1.35500 2.97869
H -1.66575 1.03085 2.67465
H -0.85911 2.14507 1.71890
```

Computed properties:
ΔE to the lowest compared entry with this formula, charge and spin ... 8.008 eV
HOMO level ... -0.316 Ha

Now the natural (NBO) charges, all in e:
1 C -0.160
2 C 0.036
3 N 0.492
4 O -0.369
5 O -0.358
6 H 0.252
7 C -0.669
8 C 0.274
9 C -0.290
10 C -0.298
11 C 0.313
12 C -0.672
13 O -0.418
14 H 0.241
15 H 0.236
16 H 0.226
17 H 0.245
18 H 0.222
19 H 0.232
20 H 0.233
21 H 0.233

---

Calculated total energy: -15506.915, -33078.640, -17002.072, -25793.646, -232051.393, -11975.421, -11976.496, -11974.726, -24858.839, -16066.815 (eV)